[1]
C3H3O4S | ωB97M-V/def2-TZVPD

The geometry in XYZ format:
```
11
Properties=species:S:1:pos:R:3:forces:R:3
C 1.86322 -1.47527 -0.26115 -1.8 5.7 2.3
C 1.47626 -0.40612 0.18218 1.3 -0.8 -1.8
C 1.24032 0.95113 0.72316 2.3 -1.3 1.4
O -1.13583 -1.64115 -0.45786 -1.0 2.9 -0.3
O -1.54529 0.30995 0.98815 -0.3 0.2 0.2
O -2.71563 0.58661 -1.43402 0.9 0.7 1.9
O 1.73611 1.98378 0.31987 -1.1 -0.7 -0.1
S -1.18395 -0.12302 -0.36469 -0.8 -2.3 -1.2
H 2.14595 -2.36716 -0.55192 1.1 -3.9 -1.3
H 0.95460 0.73360 1.77595 -0.8 1.2 -0.3
H -2.83575 1.44765 -0.91966 0.2 -1.7 -0.9
```
Positions in Å, forces in eV/Å.

Values from the calculation:
* E_HOMO: -0.1603 Ha
* energy above the lowest of the compared OMol25 structures with the same formula, charge and spin: 357.6 kJ/mol
* net charge: -1
* LUMO: 3.4 eV
* molar mass: 135.1 g/mol



[2]
C36H54N5OPPdSi | ωB97M-V/def2-TZVPD

The geometry in XYZ format:
```
99
Properties=species:S:1:pos:R:3:forces:R:3
Pd 0.17475 0.67994 0.01846 0.0 0.1 -0.1
O -1.92794 -0.50429 0.05741 0.0 0.0 0.1
P -2.20741 -1.69281 0.93709 0.0 0.0 0.0
C -2.68594 -1.21580 2.60094 0.0 0.0 0.0
C -2.48351 0.09832 3.00980 0.0 0.0 0.0
C -2.82971 0.48167 4.29687 0.0 0.0 0.0
C -3.37942 -0.44230 5.17228 0.0 0.0 0.0
C -3.60150 -1.75052 4.76152 0.0 0.0 0.0
C -3.26366 -2.13589 3.47513 0.0 0.0 0.0
C -0.79780 -2.80374 1.00013 0.0 0.0 0.1
C -0.37138 -3.42711 2.16848 0.0 0.0 0.0
C 0.73665 -4.26299 2.14291 0.1 0.0 0.0
C 1.40801 -4.48528 0.95000 0.0 0.0 0.0
C 0.98503 -3.86531 -0.21893 0.0 0.0 0.0
C -0.11007 -3.01751 -0.19500 0.0 0.0 0.0
C -3.60128 -2.65027 0.30838 0.0 0.0 0.0
C -4.83857 -2.01087 0.21479 0.0 0.0 0.0
C -5.93446 -2.68647 -0.29224 0.0 0.0 0.0
C -5.80351 -4.00789 -0.70485 0.0 0.0 0.0
C -4.57891 -4.64916 -0.61010 0.0 0.0 0.0
C -3.47585 -3.97211 -0.10443 0.0 0.0 0.0
H -2.04955 0.81215 2.32217 0.0 0.0 0.0
H -2.66044 1.50094 4.61760 0.0 0.0 0.0
H -3.63882 -0.14319 6.17951 0.0 0.0 0.0
H -4.03910 -2.46814 5.44280 0.0 0.0 0.0
H -3.45287 -3.15261 3.14913 0.0 0.0 0.0
H -0.87064 -3.23334 3.10917 0.0 0.0 0.0
H 1.09684 -4.70435 3.06114 0.0 0.0 0.0
H 2.27763 -5.12956 0.93608 0.0 0.0 0.0
H 1.51938 -4.03105 -1.14563 0.0 0.0 0.0
H -0.42848 -2.50604 -1.09627 0.0 0.0 0.0
H -4.94014 -0.98347 0.54657 0.0 0.0 0.0
H -6.89249 -2.18803 -0.36169 0.0 0.0 0.0
H -6.66182 -4.53758 -1.09761 0.0 0.0 0.0
H -4.47852 -5.67867 -0.92785 0.0 0.0 0.0
H -2.52022 -4.47508 -0.02803 0.0 0.0 0.0
N 0.58671 0.06120 1.86941 -0.1 -0.2 0.0
C 0.64614 -0.38742 2.94216 0.3 0.1 0.0
N 0.71112 -0.75664 4.16551 -0.1 0.0 0.0
C 1.33662 -1.86984 4.51127 0.0 0.0 0.0
N 1.85025 -2.83309 4.89891 0.0 0.0 0.0
C -2.45458 3.27714 -3.37128 0.0 0.0 0.0
C -2.79354 1.92187 -2.75911 0.0 0.0 0.0
C -2.46152 0.78956 -3.74044 0.0 0.0 0.0
C -4.27512 1.86079 -2.40163 0.0 0.0 0.0
N -2.08966 1.77686 -1.47333 0.0 0.0 -0.1
N -0.66111 1.73291 -1.59681 0.0 0.0 0.0
H -3.03474 3.43768 -4.28084 0.0 0.0 0.0
H -1.39870 3.34479 -3.64591 0.0 0.0 0.0
H -2.68118 4.07774 -2.66589 0.0 0.0 0.0
H -3.08471 0.86819 -4.63247 0.0 0.0 0.0
H -2.64445 -0.18269 -3.27765 0.0 0.0 0.0
H -1.42387 0.81889 -4.08552 0.0 0.0 0.0
H -4.88844 1.98483 -3.29469 0.0 0.0 0.0
H -4.52479 2.64682 -1.68888 0.0 0.0 0.0
H -4.52169 0.89553 -1.95245 0.0 0.0 0.0
H -2.35781 0.90047 -1.03180 0.0 0.0 0.0
H -0.32835 2.68469 -1.50539 0.0 0.0 0.0
H -0.37889 1.39509 -2.51324 0.0 0.0 0.0
C 3.90315 3.74624 0.16258 0.0 0.0 0.0
C 2.67268 2.93892 0.60365 0.0 0.0 0.0
C 1.43316 3.83775 0.46037 0.0 0.0 0.0
C 2.82581 2.63709 2.10154 0.0 0.0 0.0
Si 2.40902 1.29268 -0.37760 0.0 0.0 0.0
C 3.66630 -0.09846 0.17597 0.0 0.0 0.0
C 5.09640 0.46973 0.27495 0.0 0.0 0.0
C 3.66314 -1.26404 -0.82803 0.0 0.0 0.0
C 3.39175 -0.76000 1.53643 0.0 0.0 0.0
C 2.66646 1.58714 -2.31484 0.0 0.0 0.0
C 4.15258 1.65951 -2.71858 0.0 0.0 0.0
C 2.08755 2.91824 -2.83231 0.0 0.0 0.0
C 2.04126 0.44542 -3.14119 0.0 0.0 0.0
H 3.99312 4.63450 0.79821 0.0 0.0 0.0
H 3.83275 4.09628 -0.86728 0.0 0.0 0.0
H 4.82954 3.18151 0.26241 0.0 0.0 0.0
H 1.58211 4.75537 1.04047 0.0 0.0 0.0
H 0.53799 3.34360 0.84582 0.0 0.0 0.0
H 1.24671 4.14103 -0.57186 0.0 0.0 0.0
H 2.86070 3.58234 2.65497 0.0 0.0 0.0
H 3.74833 2.09953 2.32185 0.0 0.0 0.0
H 1.99023 2.05218 2.48699 0.0 0.0 0.0
H 5.41919 1.03536 -0.59576 0.0 0.0 0.0
H 5.79350 -0.36594 0.40149 0.0 0.0 0.0
H 5.20691 1.10922 1.15157 0.0 0.0 0.0
H 4.11149 -1.01496 -1.78711 0.0 0.0 0.0
H 2.65029 -1.63454 -1.00311 0.0 0.0 0.0
H 4.24545 -2.09099 -0.40682 0.0 0.0 0.0
H 3.23643 -0.05080 2.34686 0.0 0.0 0.0
H 4.26198 -1.37283 1.79571 0.0 0.0 0.0
H 2.53259 -1.42641 1.48906 0.0 0.0 0.0
H 4.67813 2.47187 -2.21494 0.0 0.0 0.0
H 4.21267 1.85280 -3.79598 0.0 0.0 0.0
H 4.69390 0.73696 -2.52989 0.0 0.0 0.0
H 2.55841 3.78118 -2.36487 0.0 0.0 0.0
H 1.01367 3.03575 -2.71842 0.0 0.0 0.0
H 2.28948 2.98733 -3.90713 0.0 0.0 0.0
H 2.63283 -0.46540 -3.08742 0.0 0.0 0.0
H 1.99401 0.73775 -4.19671 0.0 0.0 0.0
H 1.03639 0.17011 -2.81664 0.0 0.0 0.0
```
Positions in Å, forces in eV/Å.

Values from the calculation:
* E_HOMO: -0.2956 Ha
* energy above the lowest of the compared OMol25 structures with the same formula, charge and spin: 1.4 kJ/mol
* net charge: 0
* LUMO: 0.4 eV
* molar mass: 738.3 g/mol



[3]
C36H64As3N2S2Se4Si2Zr | ωB97M-V/def2-TZVPD

The geometry in XYZ format:
```
114
Properties=species:S:1:pos:R:3:forces:R:3
Zr -0.76961 0.49829 0.20555 0.1 1.2 -0.5
C -1.85466 -1.39719 3.93552 -0.1 0.2 0.0
As -0.65707 -1.33454 2.40726 0.3 -0.5 0.2
C 0.97338 -1.37727 3.47728 0.0 0.2 0.0
C -0.52728 -3.22696 1.89244 -0.1 0.1 -0.2
C -1.68652 -3.97398 1.21178 -0.1 0.0 0.0
C -2.99830 -3.71787 1.96722 0.2 -0.1 -0.1
C -1.81651 -3.59179 -0.26557 0.1 0.2 0.3
As -2.38188 -1.76992 -0.72498 -0.1 -0.2 -0.4
C -2.24967 -2.00715 -2.65621 0.0 0.0 0.0
C -4.31623 -1.94152 -0.66226 0.0 0.2 0.2
C -1.30362 -5.46554 1.30389 -0.1 0.0 0.0
As -2.28746 -6.97870 0.46721 0.0 -0.1 0.0
C -1.62941 -6.80977 -1.37565 0.0 0.0 -0.1
C -4.11449 -6.34919 0.12076 -0.1 0.0 0.0
H -1.68737 -2.34448 4.43896 0.0 -0.1 0.1
H -2.90114 -1.29090 3.66972 0.0 0.0 0.1
H -1.57156 -0.58141 4.59738 0.0 0.0 0.0
H 0.80374 -2.05124 4.31065 0.0 -0.1 0.1
H 1.21314 -0.38436 3.85596 0.0 0.0 0.0
H 1.80237 -1.73707 2.87933 0.1 0.0 -0.1
H -0.28229 -3.72592 2.82851 0.0 -0.1 0.1
H 0.36354 -3.27177 1.26303 0.1 0.0 0.0
H -3.26469 -2.65996 1.95809 0.0 0.0 0.0
H -2.90701 -4.03000 3.01015 0.0 0.0 0.0
H -3.82291 -4.26959 1.52188 0.0 0.0 0.0
H -2.55787 -4.22364 -0.74275 -0.1 -0.1 -0.1
H -0.86771 -3.75672 -0.77771 0.1 0.0 0.0
H -2.85917 -2.86504 -2.93548 0.0 -0.1 0.0
H -1.22335 -2.17537 -2.96067 0.1 0.0 0.0
H -2.62766 -1.11484 -3.14222 0.0 0.1 0.0
H -4.57053 -2.85880 -1.18436 -0.1 -0.1 0.0
H -4.74399 -1.09221 -1.19035 0.0 0.0 0.0
H -4.70363 -1.96340 0.35079 0.0 0.0 0.0
H -1.24885 -5.73978 2.35935 0.0 0.0 0.1
H -0.29198 -5.60458 0.90773 0.0 0.0 0.0
H -0.53905 -6.78975 -1.37049 0.0 0.0 0.0
H -2.00344 -5.92520 -1.89126 0.0 0.0 0.0
H -1.94605 -7.69443 -1.92744 0.0 0.0 0.0
H -4.69134 -6.31037 1.04369 0.0 0.0 0.0
H -4.56116 -7.11279 -0.51769 0.0 0.0 0.0
H -4.18023 -5.39140 -0.39452 0.0 0.0 0.0
S 1.98930 0.29985 1.05189 -0.4 0.2 0.2
C 2.84300 0.15687 -0.37133 -0.5 -0.2 0.0
N 4.07306 0.58190 -0.52034 0.6 0.1 -0.3
C 4.80236 0.30188 -1.76660 0.0 0.0 0.2
C 3.85332 0.40569 -2.92039 -0.1 -0.2 0.0
N 2.74221 -0.54138 -2.70385 0.2 0.4 -0.6
C 2.14279 -1.13392 -3.92362 0.1 0.2 -0.1
C 1.60108 -0.05504 -4.82576 0.0 0.1 0.0
C 2.26402 0.27571 -6.00243 0.0 0.0 0.0
C 1.78320 1.29377 -6.81471 0.0 0.0 0.0
C 0.64075 1.99102 -6.44460 0.0 -0.1 0.1
C -0.02717 1.66339 -5.26863 0.1 0.0 -0.2
C 0.44794 0.64015 -4.46178 0.0 0.0 -0.1
C 2.17016 -0.57574 -1.53758 -0.1 0.0 0.6
S 0.74569 -1.42381 -1.22397 -0.1 -0.2 0.1
C 4.80474 1.35287 0.50700 0.1 -0.1 -0.1
C 5.26600 2.68751 -0.02087 0.1 0.0 0.0
C 4.34471 3.61471 -0.50047 -0.1 0.0 0.0
C 4.77775 4.84730 -0.96880 0.0 0.0 0.0
C 6.13301 5.16236 -0.95881 -0.1 0.0 0.0
C 7.05398 4.24028 -0.48261 0.0 0.0 0.0
C 6.62108 3.00403 -0.01881 0.0 0.0 0.0
H 5.25638 -0.68935 -1.71554 0.0 -0.1 0.1
H 5.59202 1.03940 -1.87084 0.0 0.1 0.0
H 4.34959 0.15490 -3.85387 0.0 -0.1 0.0
H 3.44965 1.41566 -2.99863 -0.1 0.1 -0.1
H 1.36653 -1.81681 -3.60967 -0.1 -0.1 0.1
H 2.92556 -1.70014 -4.42689 0.1 0.0 0.0
H 3.15626 -0.27216 -6.29451 -0.1 0.0 0.0
H 2.29803 1.53919 -7.73566 0.0 0.0 0.0
H 0.26806 2.79092 -7.07198 0.0 0.0 0.0
H -0.91920 2.20308 -4.97509 0.2 -0.1 -0.1
H -0.07489 0.39295 -3.54317 0.0 0.0 0.0
H 5.67139 0.76384 0.81493 0.0 -0.1 0.0
H 4.15103 1.46695 1.36410 -0.1 0.0 0.0
H 3.28403 3.37400 -0.50960 0.1 0.0 0.0
H 4.05357 5.56523 -1.33455 0.0 0.0 0.0
H 6.46826 6.12642 -1.31922 0.0 0.0 0.0
H 8.11034 4.47982 -0.47221 -0.1 0.0 0.0
H 7.34323 2.28499 0.35775 0.0 0.0 0.0
Se -2.68466 1.31532 -1.57938 0.1 -0.4 0.3
Se -2.20191 3.15859 -2.90664 0.1 0.3 0.2
Se -0.44126 4.08330 -1.67190 -0.4 0.1 -0.1
Se 0.78127 2.18098 -1.27349 0.2 0.0 0.1
C 1.63208 3.31998 2.33579 0.2 0.0 -0.2
Si -0.19775 3.20559 2.72241 0.0 0.1 0.0
C -0.22141 2.68546 4.52402 -0.1 0.0 0.2
C -0.81648 4.95900 2.55275 -0.2 0.2 0.2
C -1.30398 2.15035 1.60801 0.4 -0.6 0.3
Si -3.07796 1.99899 2.24866 -0.2 -0.3 -0.3
C -3.32517 1.91735 4.09910 0.2 0.2 0.3
C -3.93013 0.41691 1.65140 -0.1 0.0 0.1
C -4.11069 3.38840 1.57945 -0.1 0.3 -0.1
H 1.99490 4.24524 2.80116 0.0 -0.1 0.0
H 1.84014 3.37616 1.26263 0.0 0.0 0.1
H 2.20109 2.48821 2.76197 0.0 0.1 -0.1
H 0.66417 3.10903 5.01267 -0.1 -0.1 0.0
H -0.18245 1.59642 4.65336 0.0 0.1 0.0
H -1.10147 3.05678 5.05307 0.1 -0.1 0.0
H -0.21377 5.64158 3.16298 -0.1 0.0 -0.1
H -1.86294 5.06335 2.86427 0.2 0.0 0.0
H -0.74574 5.28361 1.50949 0.0 0.0 0.1
H -1.43210 2.82962 0.73517 0.0 -0.1 0.0
H -2.60895 1.27444 4.61479 -0.1 0.1 0.0
H -4.33282 1.52949 4.29010 0.1 0.1 0.0
H -3.26200 2.91367 4.55160 0.0 -0.2 0.0
H -3.32975 -0.48549 1.78539 0.0 0.0 -0.1
H -4.22099 0.49077 0.60614 0.0 0.0 0.0
H -4.84960 0.27272 2.23496 0.1 0.0 0.0
H -3.71532 4.36454 1.88091 -0.1 -0.1 -0.1
H -5.13922 3.31103 1.95157 0.1 0.0 -0.1
H -4.13840 3.35841 0.48478 0.0 0.0 0.1
```
Positions in Å, forces in eV/Å.

Values from the calculation:
* E_HOMO: -0.3459 Ha
* energy above the lowest of the compared OMol25 structures with the same formula, charge and spin: 50.8 kJ/mol
* net charge: +1
* LUMO: -3.9 eV
* molar mass: 1277.1 g/mol



[4]
C4H6O4P | ωB97M-V/def2-TZVPD

The geometry in XYZ format:
```
15
Properties=species:S:1:pos:R:3:forces:R:3
C 0.60346 1.30323 -1.59489 3.7 0.7 2.7
C 0.41016 0.54631 -0.27330 -2.0 -0.4 0.3
O 0.77646 1.23381 0.94353 0.2 0.0 0.9
C -1.07676 0.33686 -0.00614 -0.1 -1.9 0.0
P -2.35198 0.96086 -0.88099 0.2 0.1 -0.4
O -3.74841 0.30375 -0.47718 1.0 -0.3 -0.2
C -3.59080 -1.02643 0.36892 0.6 -0.1 0.0
O -2.93817 -1.89872 -0.17579 -0.5 0.1 -0.5
O -4.08805 -0.83449 1.44355 -0.8 -0.1 1.2
H 0.10859 2.22032 -1.63254 -1.2 1.4 0.2
H 0.40084 0.79756 -2.48365 -0.3 -1.3 -1.1
H 1.69182 1.61753 -1.54191 -0.8 -0.4 -0.6
H 1.05597 -0.38072 -0.24735 -1.1 0.5 -0.5
H 0.15313 0.81046 1.61264 1.3 1.1 -1.2
H -1.22467 -0.41314 0.81657 -0.2 0.6 -0.8
```
Positions in Å, forces in eV/Å.

Values from the calculation:
* E_HOMO: -0.1701 Ha
* energy above the lowest of the compared OMol25 structures with the same formula, charge and spin: 373.3 kJ/mol
* SMILES: C[C@@H](O)/C=P/OC(=O)[O-]
* net charge: -1
* LUMO: 3.7 eV
* molar mass: 149.1 g/mol



[5]
C30H56N4O5P | ωB97M-V/def2-TZVPD

The geometry in XYZ format:
```
96
Properties=species:S:1:pos:R:3:forces:R:3
C -4.14174 -0.11077 -3.25601 0.7 0.0 0.2
C -4.10850 -0.75872 -1.71991 -0.2 -0.6 -0.7
C -3.08717 0.05422 -0.70670 -0.3 -1.0 0.0
C -2.15928 -1.07597 0.03300 1.7 -2.5 3.4
C -2.35002 -1.46865 1.64824 3.3 -2.0 -3.5
C -1.34219 -2.67533 2.21978 -0.7 3.2 -4.4
P -1.49393 -3.26100 4.04279 -2.7 -6.3 0.1
O -2.20493 -4.70184 4.07913 2.5 4.9 -0.5
N -0.34453 -3.26051 1.24804 -2.5 1.6 2.4
N -0.12015 -3.00274 -0.07028 -3.8 3.6 -0.1
C -0.95919 -1.96250 -0.72411 -0.8 0.1 1.8
C -0.72567 -1.68091 -2.34210 0.7 -1.0 0.6
C 0.77792 -1.14588 -2.71761 0.5 0.3 -0.8
C 0.92739 -1.33608 -4.37261 1.0 -0.1 1.1
O -0.19650 -0.63776 -5.01754 -0.6 -3.2 -1.8
C -0.80670 -1.43159 -6.09538 -0.1 3.3 -6.4
C -1.47845 -2.92182 -5.95552 -0.7 0.2 0.0
O -0.85696 -0.84576 -7.31836 0.2 -3.8 8.3
H -3.08822 0.40322 -3.48197 -2.3 -1.1 0.4
H -4.30122 -0.94586 -4.08119 0.2 1.8 1.9
H -4.97342 0.71014 -3.33717 1.7 -1.7 0.1
H -5.21089 -0.74664 -1.29522 2.4 -0.1 -0.7
H -3.73330 -1.88957 -1.77149 -1.0 2.4 0.0
H -2.41162 0.74554 -1.36640 -1.2 -1.2 1.6
H -3.77417 0.65719 0.06131 2.1 -1.3 -1.5
H -3.15270 -0.92049 2.29956 1.8 -1.3 -1.2
H -0.15793 -3.43040 4.55330 -0.6 0.9 -0.4
H -2.32822 -2.39181 4.83917 1.0 0.4 -0.8
H 0.28038 -4.01137 1.67825 -1.0 1.3 -1.1
H -1.51576 -0.94045 -2.78551 1.5 -1.6 1.2
H -0.84720 -2.74107 -2.86805 0.1 2.3 1.2
H 0.95699 -0.01006 -2.39661 -0.6 -2.5 -0.9
H 1.65628 -1.75303 -2.23007 -2.0 0.9 -0.8
H 1.91635 -0.83218 -4.77930 -2.0 -1.1 1.0
H 0.97862 -2.49649 -4.62600 -0.3 2.4 0.5
H -2.61379 -2.82563 -6.31167 2.6 0.1 0.7
H -0.97647 -3.68553 -6.71399 -0.9 1.8 1.8
H -1.52503 -3.33765 -4.85848 0.4 0.8 -2.2
C -0.51051 0.39952 9.99035 0.2 -0.3 0.2
C -1.65085 0.53463 8.93582 1.5 1.3 0.4
C -2.83366 1.35654 9.52146 -0.3 -0.3 -0.1
C -3.67640 0.58659 10.53061 -0.1 0.0 0.0
C -4.14517 -0.74013 9.94467 0.3 0.2 -0.2
C -2.97272 -1.60069 9.39920 -0.3 -1.8 1.1
N -2.06676 -0.83263 8.47467 -3.7 1.5 -3.3
O -2.73653 -0.68707 7.24782 2.2 -0.7 2.8
C -2.16370 -2.17359 10.59251 0.2 0.5 0.2
C -3.57163 -2.87763 8.72085 0.2 0.5 -0.5
C -1.01098 1.39728 7.79538 -0.6 -0.5 -0.3
H 0.36212 1.01700 9.74273 -0.4 0.0 -0.1
H -0.83214 0.69918 10.99270 0.0 -0.1 -0.1
H -0.11461 -0.61932 10.05015 -0.2 0.1 0.0
H -3.49407 1.68678 8.70839 0.2 -0.2 -0.1
H -2.45908 2.27146 9.99668 0.2 -0.2 -0.2
H -3.11710 0.42320 11.45549 0.0 0.0 0.0
H -4.55228 1.18475 10.80761 0.2 0.0 0.0
H -4.69523 -1.30132 10.70969 0.3 -0.1 -0.2
H -4.86601 -0.54007 9.14553 0.2 -0.1 -0.1
H -1.28250 -2.72196 10.24880 -0.1 0.1 0.0
H -2.77267 -2.86673 11.17916 -0.1 0.1 -0.3
H -1.83433 -1.40427 11.29958 0.0 -0.1 -0.2
H -4.28295 -2.63808 7.92778 0.2 0.1 0.0
H -4.12306 -3.48811 9.44684 0.3 0.3 0.1
H -2.77754 -3.50972 8.29893 -0.1 0.2 0.1
H -0.17840 0.86867 7.31719 -0.1 0.0 0.1
H -0.61793 2.34019 8.19746 -0.1 -0.4 0.2
H -1.73299 1.67677 7.02103 0.0 -0.3 0.1
C 2.35766 2.73110 -7.43358 -0.1 -0.2 -0.4
C 3.45903 2.69305 -6.33076 -1.9 0.6 0.1
C 4.16598 4.07388 -6.22538 0.3 -0.2 0.0
C 5.13234 4.35795 -7.36856 0.1 0.0 0.0
C 6.13441 3.22028 -7.52610 -0.3 -0.1 0.2
C 5.44776 1.83599 -7.68429 0.9 -0.6 -1.8
N 4.41549 1.57237 -6.62111 3.0 0.7 4.0
O 5.09911 1.27157 -5.43068 -2.0 0.3 -3.1
C 4.80493 1.74473 -9.09325 -0.4 0.4 0.0
C 6.55939 0.73492 -7.72095 -0.4 0.0 0.6
C 2.65632 2.48428 -5.00175 0.8 -0.3 0.1
H 1.34467 2.73256 -7.01176 0.3 0.1 0.1
H 2.43403 3.61943 -8.06837 0.1 -0.2 0.0
H 2.38196 1.84776 -8.07969 0.1 0.2 0.1
H 4.72727 4.13203 -5.28313 -0.1 -0.2 -0.1
H 3.42061 4.87752 -6.18292 -0.1 -0.3 0.0
H 4.58786 4.52385 -8.30180 0.0 0.0 0.0
H 5.67596 5.28793 -7.16528 -0.1 -0.1 0.0
H 6.77690 3.41905 -8.39238 -0.2 -0.3 0.0
H 6.79994 3.21084 -6.65705 -0.1 -0.2 0.1
H 4.24406 0.81414 -9.21493 0.0 0.1 0.1
H 5.57066 1.77009 -9.87329 0.1 0.0 0.3
H 4.13345 2.58120 -9.31623 0.1 -0.2 0.1
H 7.20032 0.75487 -6.83714 -0.3 0.0 0.0
H 7.22617 0.87604 -8.58078 -0.4 0.2 0.1
H 6.11873 -0.26804 -7.81057 0.0 0.3 0.1
H 2.14618 1.51423 -4.99417 0.1 0.1 -0.1
H 1.89071 3.26249 -4.88568 0.2 -0.1 -0.4
H 3.28971 2.54843 -4.11083 0.1 -0.2 -0.2
```
Positions in Å, forces in eV/Å.

Values from the calculation:
* E_HOMO (spin up / spin down): -0.3842 / -0.4063 Ha
* net charge: +1
* LUMO (spin up / spin down): -5.3 / -5.3 eV
* ⟨S²⟩: 2.0099
* molar mass: 583.8 g/mol
* 2S+1: 3